w | {"formula": "C3H9BO2S", "method": "ωB97M-V with the def2-TZVPD basis set", "molar_mass_da": 120.0, "homo_energy_ev": -7.484, "total_charge": 0, "species": ["B", "C", "C", "C", "O", "O", "S", "H", "H", "H", "H", "H", "H", "H", "H", "H"], "xyz": [[2.06, 0.14, -0.21], [-1.94, -1.33, -0.04], [1.09, 1.29, 0.40], [-2.47, -0.15, -0.65], [1.26, -1.02, -0.06], [3.37, 0.33, -0.32], [-2.92, 1.29, 0.12], [-0.88, -1.10, 0.34], [-2.29, -1.61, 0.89], [-1.93, -2.22, -0.74], [-0.02, 1.07, 0.42], [1.46, 1.32, 1.53], [1.29, 2.25, -0.02], [1.73, -1.83, 0.19], [3.85, -0.24, -0.91], [-3.67, 1.81, -0.93]]}

=====

x | {"formula": "C3H9BO2S", "method": "ωB97M-V with the def2-TZVPD basis set", "molar_mass_da": 120.0, "homo_energy_ev": -8.101, "total_charge": 0, "species": ["B", "C", "C", "C", "O", "O", "S", "H", "H", "H", "H", "H", "H", "H", "H", "H"], "xyz": [[-1.74, -0.34, -0.16], [2.23, 1.10, 0.00], [-0.70, 0.43, -1.00], [1.07, 0.24, 0.46], [-1.75, -1.75, -0.33], [-2.52, 0.23, 0.71], [1.37, -1.49, 0.33], [2.69, 0.80, -0.87], [2.04, 2.22, 0.05], [3.04, 1.02, 0.73], [-0.39, -0.27, -1.77], [-0.64, 1.47, -1.21], [0.70, 0.58, 1.37], [-2.49, -2.04, 0.28], [-2.97, -0.35, 1.28], [0.07, -1.84, 0.14]]}

=====

Pick x: it beats the second-best structure by 1.260 eV.

=====

w | {"formula": "C4H8N2O2S", "method": "ωB97M-V with the def2-TZVPD basis set", "molar_mass_da": 148.2, "homo_energy_ev": -8.896, "total_charge": 0, "species": ["C", "N", "C", "C", "S", "C", "N", "O", "O", "H", "H", "H", "H", "H", "H", "H", "H"], "xyz": [[-1.36, 1.23, 0.71], [-0.49, 0.00, 0.50], [-0.67, -0.64, -0.78], [0.19, -1.86, -0.68], [1.58, -1.66, 0.52], [1.08, 0.13, 0.84], [1.68, 1.04, -0.20], [1.63, 2.22, 0.09], [2.04, 0.57, -1.24], [-0.91, 2.20, 0.51], [-2.41, 1.00, 0.23], [-1.51, 1.23, 1.87], [-0.54, 0.00, -1.56], [-1.71, -0.84, -0.78], [-0.48, -2.72, -0.31], [0.57, -2.30, -1.65], [1.30, 0.40, 1.95]]}

=====

x | {"formula": "C4H8N2O2S", "method": "ωB97M-V with the def2-TZVPD basis set", "molar_mass_da": 148.2, "homo_energy_ev": [-7.329, -7.328], "total_charge": 0, "species": ["C", "C", "C", "C", "N", "N", "O", "O", "S", "H", "H", "H", "H", "H", "H", "H", "H"], "xyz": [[1.67, 0.06, -0.12], [-1.16, 1.09, -0.44], [0.74, 0.51, 0.84], [-0.44, -1.56, -0.47], [0.20, -2.43, 0.22], [-0.33, 1.46, 0.63], [1.88, 0.56, -1.34], [2.20, -1.02, 0.30], [-1.94, -0.62, -0.16], [-2.07, 1.72, -0.50], [-0.48, 1.06, -1.37], [0.84, 0.04, 1.85], [-0.18, -1.30, -1.41], [-0.39, -2.59, 1.02], [1.23, -2.12, 0.28], [1.75, 1.46, -1.24], [-0.81, 1.71, 1.48]]}

=====

Pick x: it beats the second-best structure by 1.480 eV.

=====

w | {"formula": "C6H21NO5", "method": "ωB97M-V with the def2-TZVPD basis set", "molar_mass_da": 187.2, "homo_energy_ev": -9.033, "total_charge": 0, "species": ["C", "C", "C", "C", "C", "C", "N", "H", "H", "H", "H", "H", "H", "H", "H", "H", "H", "H", "O", "H", "H", "O", "H", "H", "O", "H", "H", "O", "H", "H", "O", "H", "H"], "xyz": [[2.81, -1.86, -0.17], [2.26, -0.94, 0.61], [0.79, -0.79, 0.77], [0.22, -1.54, 1.72], [-1.21, -1.56, 2.13], [-1.85, -2.71, 1.17], [-1.71, -2.51, -0.25], [2.13, -2.42, -0.82], [3.86, -2.11, -0.18], [2.90, -0.32, 1.24], [0.30, 0.00, 0.24], [0.86, -2.23, 2.29], [-1.44, -1.79, 3.16], [-1.75, -0.63, 1.89], [-2.90, -2.65, 1.52], [-1.52, -3.72, 1.42], [-1.76, -1.59, -0.65], [-0.83, -2.93, -0.51], [0.48, 1.93, -0.68], [-0.25, 2.23, -1.31], [0.56, 2.67, -0.06], [-1.56, 3.10, -1.96], [-1.88, 2.76, -2.81], [-2.07, 2.84, -1.17], [1.28, 0.80, -3.13], [1.47, 1.58, -3.66], [0.99, 1.24, -2.31], [1.99, 2.34, 1.58], [2.83, 2.08, 1.96], [1.73, 1.87, 0.78], [-2.76, 1.28, -0.33], [-2.99, 0.35, -0.28], [-1.84, 1.41, 0.00]]}

=====

x | {"formula": "C6H21NO5", "method": "ωB97M-V with the def2-TZVPD basis set", "molar_mass_da": 187.2, "homo_energy_ev": -7.926, "total_charge": 0, "species": ["N", "C", "C", "C", "C", "C", "C", "O", "H", "H", "H", "H", "H", "H", "H", "H", "H", "H", "H", "H", "H", "O", "H", "H", "O", "H", "H", "O", "H", "H", "O", "H", "H"], "xyz": [[-1.33, 2.69, 3.15], [-0.71, 2.29, 1.95], [0.27, 1.39, 1.91], [0.87, 0.77, 0.68], [0.55, 1.51, -0.64], [-0.86, 1.24, -1.19], [-0.92, 0.20, -2.28], [-1.01, -1.16, -1.74], [-1.28, 2.03, 3.90], [-2.25, 3.06, 3.01], [-1.01, 2.81, 1.06], [0.66, 1.03, 2.86], [1.94, 0.59, 0.76], [0.38, -0.21, 0.60], [0.76, 2.57, -0.48], [1.31, 1.18, -1.35], [-1.28, 2.19, -1.52], [-1.50, 0.96, -0.35], [-0.03, 0.25, -2.92], [-1.78, 0.21, -2.92], [-0.13, -1.39, -1.38], [1.37, -2.50, -1.17], [2.00, -1.85, -0.82], [0.88, -3.08, -0.57], [3.70, -0.71, -1.38], [3.26, -0.59, -2.22], [4.19, -1.53, -1.40], [-2.02, -1.49, 0.79], [-2.83, -1.08, 1.10], [-1.88, -1.23, -0.14], [-0.14, -3.67, 0.93], [-0.94, -3.66, 0.37], [-0.23, -2.83, 1.39]]}

=====

y | {"formula": "C6H21NO5", "method": "ωB97M-V with the def2-TZVPD basis set", "molar_mass_da": 187.2, "homo_energy_ev": -9.770, "total_charge": 0, "species": ["C", "O", "C", "C", "N", "C", "C", "O", "C", "H", "H", "H", "H", "H", "H", "H", "H", "H", "H", "H", "H", "H", "H", "H", "O", "H", "H", "O", "H", "H", "O", "H", "H"], "xyz": [[0.94, 3.65, 0.78], [0.81, 2.40, 0.09], [-0.30, 2.44, -0.78], [-0.36, 1.08, -1.44], [-0.32, -0.06, -0.51], [-1.40, -0.01, 0.42], [-1.10, -0.88, 1.60], [0.14, -0.44, 2.21], [0.42, -1.18, 3.31], [0.96, 4.47, 0.05], [1.87, 3.77, 1.33], [0.12, 3.85, 1.47], [-0.18, 3.18, -1.58], [-1.20, 2.68, -0.20], [0.59, 0.98, -2.03], [-1.26, 1.01, -2.09], [0.45, 0.10, 0.08], [-2.31, -0.52, -0.04], [-1.60, 1.01, 0.77], [-1.05, -1.99, 1.37], [-1.85, -0.75, 2.35], [1.06, -0.65, 3.99], [0.95, -2.07, 2.98], [-0.51, -1.55, 3.87], [2.01, -3.45, -0.49], [1.76, -3.21, 0.42], [1.15, -3.68, -0.91], [0.54, -0.85, -4.07], [1.35, -1.17, -4.47], [0.38, -1.41, -3.32], [-0.39, -2.46, -1.69], [-0.45, -1.51, -1.42], [-1.23, -2.76, -2.06]]}

=====

Pick x: it beats the second-best structure by 1.132 eV.

=====

w | {"formula": "CHFNO3", "method": "ωB97M-V with the def2-TZVPD basis set", "molar_mass_da": 94.0, "homo_energy_ev": -3.684, "total_charge": -1, "species": ["C", "N", "O", "O", "O", "F", "H"], "xyz": [[-1.65, 0.16, 0.02], [-0.85, 1.05, -0.39], [-0.46, -0.41, -0.53], [-2.56, -0.27, 0.57], [2.04, -0.63, 0.23], [2.49, 0.68, 0.13], [0.99, -0.59, -0.03]]}

=====

x | {"formula": "CHFNO3", "method": "ωB97M-V with the def2-TZVPD basis set", "molar_mass_da": 94.0, "homo_energy_ev": [-4.321, -4.323], "total_charge": -1, "species": ["C", "N", "O", "O", "O", "F", "H"], "xyz": [[-1.04, 0.93, -0.21], [0.21, 0.26, -0.04], [-0.44, 1.85, 0.43], [-1.99, 0.84, -0.93], [0.72, -1.82, -0.16], [2.13, -1.79, 0.09], [0.40, -0.26, 0.82]]}

=====

Pick w: it beats the second-best structure by 0.480 eV.

=====

w | {"formula": "C2H5FSi", "method": "ωB97M-V with the def2-TZVPD basis set", "molar_mass_da": 76.1, "homo_energy_ev": -9.768, "total_charge": 0, "species": ["C", "C", "Si", "F", "H", "H", "H", "H", "H"], "xyz": [[-1.68, -0.29, 0.37], [-0.59, -0.58, -0.33], [1.38, 0.59, -0.02], [2.49, -0.57, 0.25], [-2.68, -0.80, 0.24], [-1.82, 0.45, 1.04], [-0.36, -1.42, -1.00], [1.46, 0.90, -1.39], [1.81, 1.71, 0.82]]}

=====

x | {"formula": "C2H5FSi", "method": "ωB97M-V with the def2-TZVPD basis set", "molar_mass_da": 76.1, "homo_energy_ev": -10.444, "total_charge": 0, "species": ["C", "C", "F", "Si", "H", "H", "H", "H", "H"], "xyz": [[-1.46, -0.69, 1.26], [-0.76, -0.96, 0.21], [-2.24, -1.40, 2.11], [0.29, 0.47, -0.50], [-1.29, 1.02, 1.82], [-0.89, -1.92, -0.42], [0.41, 0.78, -2.03], [1.63, 0.24, -0.03], [-0.12, 1.69, 0.01]]}

=====

y | {"formula": "C2H5FSi", "method": "ωB97M-V with the def2-TZVPD basis set", "molar_mass_da": 76.1, "homo_energy_ev": -8.983, "total_charge": 0, "species": ["C", "C", "F", "Si", "H", "H", "H", "H", "H"], "xyz": [[-0.60, -2.05, -0.35], [-0.33, -0.73, 0.01], [1.50, 1.09, -0.03], [1.32, -0.29, 0.89], [-1.52, -2.22, -0.83], [-0.02, -2.94, -0.22], [-0.97, 0.08, -0.11], [0.69, 3.69, 0.14], [-0.07, 3.38, 0.50]]}

=====

Pick w: it beats the second-best structure by 0.915 eV.

=====

w | {"formula": "C2H5O2S", "method": "ωB97M-V with the def2-TZVPD basis set", "molar_mass_da": 93.1, "homo_energy_ev": -3.879, "total_charge": -1, "species": ["C", "S", "H", "H", "H", "O", "C", "O", "H", "H"], "xyz": [[0.12, -0.68, 1.84], [0.03, -1.71, 0.33], [0.65, -1.27, 2.68], [0.74, 0.14, 1.56], [-0.90, -0.44, 2.12], [-0.19, 1.97, -2.88], [-0.33, 1.07, -2.13], [0.33, 1.06, -0.90], [-0.75, 0.06, -2.32], [0.30, -0.20, -0.30]]}

=====

x | {"formula": "C2H5O2S", "method": "ωB97M-V with the def2-TZVPD basis set", "molar_mass_da": 93.1, "homo_energy_ev": -3.067, "total_charge": -1, "species": ["C", "C", "O", "O", "S", "H", "H", "H", "H", "H"], "xyz": [[0.72, 0.65, 0.31], [-0.35, 0.34, -0.73], [0.17, -2.19, 0.03], [-1.63, -1.15, 1.18], [-1.06, -1.43, -0.24], [0.49, 1.02, 1.38], [1.51, -0.28, 0.36], [1.26, 1.61, -0.03], [0.04, 0.33, -1.78], [-1.15, 1.11, -0.48]]}

=====

Pick w: it beats the second-best structure by 0.860 eV.

=====

w | {"formula": "ClH4N2OP", "method": "ωB97M-V with the def2-TZVPD basis set", "molar_mass_da": 114.5, "homo_energy_ev": -9.117, "total_charge": 0, "species": ["N", "N", "O", "P", "Cl", "H", "H", "H", "H"], "xyz": [[-0.37, -0.77, -1.33], [-0.79, -0.32, 1.38], [1.72, 0.59, 0.28], [0.22, -1.10, 0.30], [1.16, 2.04, -0.48], [-0.75, 0.12, -1.57], [0.28, -1.09, -1.96], [-1.19, 0.62, 1.17], [-0.28, -0.09, 2.21]]}

=====

x | {"formula": "ClH4N2OP", "method": "ωB97M-V with the def2-TZVPD basis set", "molar_mass_da": 114.5, "homo_energy_ev": -10.038, "total_charge": 0, "species": ["N", "P", "N", "O", "Cl", "H", "H", "H", "H"], "xyz": [[-0.02, 0.00, 1.19], [-1.04, 0.53, -0.01], [-0.18, 0.28, -1.40], [-1.49, 1.89, 0.19], [-2.62, -0.66, 0.04], [0.22, 0.75, 1.94], [0.48, -0.91, 1.26], [-0.10, -0.75, -1.71], [-0.05, 1.00, -1.95]]}

=====

Pick x: it beats the second-best structure by 4.040 eV.

=====

w | {"formula": "CH2FO4S", "method": "ωB97M-V with the def2-TZVPD basis set", "molar_mass_da": 129.1, "homo_energy_ev": -5.948, "total_charge": -1, "species": ["C", "O", "O", "O", "O", "F", "S", "H", "H"], "xyz": [[0.25, 0.46, -0.11], [2.40, 0.93, -1.38], [2.07, -0.92, 0.29], [2.56, 1.31, 1.09], [-0.81, 1.95, -0.43], [-2.17, 1.58, 0.10], [2.11, 0.51, -0.03], [0.01, -0.19, -0.86], [-0.10, 0.17, 0.79]]}

=====

x | {"formula": "CH2FO4S", "method": "ωB97M-V with the def2-TZVPD basis set", "molar_mass_da": 129.1, "homo_energy_ev": -5.194, "total_charge": -1, "species": ["O", "S", "O", "O", "C", "O", "F", "H", "H"], "xyz": [[-1.96, -1.13, -0.78], [-1.70, 0.03, 0.03], [-2.45, 1.22, -0.27], [-1.55, -0.29, 1.50], [0.12, 0.52, -0.30], [0.86, -0.26, 0.55], [0.04, 1.81, 0.22], [0.68, 0.49, -1.33], [0.53, -0.37, 1.41]]}

=====

Pick x: it beats the second-best structure by 4.858 eV.